1.
ORCA calculation (ωB97M-V with the def2-TZVPD basis set) on a structure of composition C4H5N3.

```
! RIJCOSX wB97M-V def2-TZVPD def2/J DEFGRID3
* xyz 0 1
C -1.8610 -0.1205 -0.1629
N -0.5851 0.4493 -0.4875
C 1.4929 -0.4775 0.4883
C 0.5347 -0.3029 -0.5531
N 1.1264 -1.1510 -1.2394
C 2.4529 0.5514 0.7460
N 3.1755 1.4296 0.9818
H -1.7310 -1.1199 0.2728
H -2.4622 -0.2047 -1.0664
H -2.3657 0.5004 0.5819
H -0.4397 1.4317 -0.5979
H 1.1312 -1.0337 1.3589
*
```

Gap between HOMO and LUMO: 9.00 eV
Relative energy (zero: lowest compared OMol25 entry of this formula, charge and spin): 4.365 eV

=====

2.
ORCA calculation (ωB97M-V with the def2-TZVPD basis set) on a cluster of 2 separate species, C6H9Br in total.

```
! RIJCOSX wB97M-V def2-TZVPD def2/J DEFGRID3
* xyz 0 1
C -0.1521 2.5052 -0.2591
C 0.4764 1.4474 0.1548
C -0.8374 -1.6561 0.3180
C -1.1780 -1.6550 -1.1613
C -1.4331 -0.5327 -0.2641
C 1.6544 0.7847 0.6119
Br -3.1582 0.3271 0.1451
H 0.2709 3.4760 -0.1520
H -1.1557 2.3498 -0.7786
H -1.3974 -2.2358 0.9767
H 0.2216 -1.4434 0.6782
H -0.4635 -1.5552 -1.8952
H -1.9868 -2.4470 -1.5330
H 2.3917 0.7922 -0.2237
H 2.0091 1.2085 1.6169
H 1.4167 -0.3002 0.6746
*
```

Gap between HOMO and LUMO (spin up / spin down): 8.69 / 7.59 eV
Relative energy (zero: lowest compared OMol25 entry of this formula, charge and spin): 5.749 eV

=====

3.
ORCA calculation (ωB97M-V with the def2-TZVPD basis set) on a structure of composition C3H7N3O.

```
! RIJCOSX wB97M-V def2-TZVPD def2/J DEFGRID3
* xyz 0 1
N 0.8924 -0.1250 -0.1557
C -0.2745 0.6629 0.4955
N 1.9826 0.6763 -0.5795
N 1.3989 -1.2343 0.5825
C -1.3107 0.1789 -0.3829
C -2.5800 -0.0521 -0.0690
O -0.0770 1.6446 1.1590
H 1.9328 -1.8014 -0.0723
H 0.6167 -1.7955 0.9082
H 2.3010 1.2203 0.2255
H 1.6077 1.3402 -1.2532
H -0.2237 -0.4355 -0.9846
H -2.9887 0.1997 0.9066
H -3.2775 -0.4790 -0.7800
*
```

Gap between HOMO and LUMO: 8.14 eV
Relative energy (zero: lowest compared OMol25 entry of this formula, charge and spin): 6.078 eV

=====

4.
ORCA calculation (ωB97M-V with the def2-TZVPD basis set) on an isolated molecule of C5H12N2O.

```
! RIJCOSX wB97M-V def2-TZVPD def2/J DEFGRID3
* xyz 0 1
C 2.4550 1.1605 -1.2751
C 1.0013 1.0648 -0.8642
N 0.6175 -0.0871 -0.2446
C -0.1214 -0.4182 2.0671
C -0.5781 -0.0980 0.6096
C -1.7113 -1.0054 0.2248
N -2.3141 -0.6043 -1.0441
O 0.1840 1.9049 -1.1950
H 3.0662 1.2756 -0.3805
H 2.7171 0.1578 -1.6149
H 2.5405 1.9879 -1.9593
H 1.1722 -0.9247 -0.2142
H -0.6847 0.2743 2.6797
H -0.2544 -1.4466 2.4069
H 0.9140 -0.1081 2.2191
H -0.8475 0.9530 0.6015
H -2.4632 -0.8853 1.0127
H -1.4001 -2.0434 0.1653
H -1.8307 0.1766 -1.4734
H -2.4622 -1.3341 -1.7213
*
```

Gap between HOMO and LUMO: 9.73 eV
Relative energy (zero: lowest compared OMol25 entry of this formula, charge and spin): 1.014 eV
SMILES string: CC(=O)N[C@H](C)CN

=====

5.
ORCA calculation (ωB97M-V with the def2-TZVPD basis set) on a structure of composition C11H12LuN2P.

```
! RIJCOSX wB97M-V def2-TZVPD def2/J DEFGRID3
* xyz 0 1
C -3.0969 0.2782 -0.6238
C -3.2369 0.1709 -1.9802
C -2.4252 -0.7363 -2.7506
C -1.7441 -1.8450 -2.1212
C -1.5082 -1.8886 -0.7793
Lu -0.9303 0.1978 -1.1302
P -1.2437 1.4350 1.3960
H -3.7820 0.7614 0.0741
H -3.9160 0.8138 -2.5624
H -2.4510 -0.6788 -3.8417
H -1.1375 -2.7574 -0.2318
H -1.3809 -2.6213 -2.8172
H -1.0282 0.6681 2.5719
H -2.4970 2.0056 1.7772
H -0.4471 2.5416 1.7758
N 3.2237 -1.7802 3.8478
C 2.9448 -1.1713 2.8846
C 2.6480 -0.4219 1.6875
C 3.5345 0.5494 1.1962
C 3.1953 1.2582 0.0499
C 1.9798 0.9826 -0.5723
N 1.1442 0.0284 -0.0924
C 1.4567 -0.6734 1.0183
H 4.4725 0.7454 1.7180
H 3.8472 2.0231 -0.3730
H 1.6540 1.5227 -1.4784
H 0.7244 -1.4080 1.3573
*
```

Gap between HOMO and LUMO: 4.52 eV
Relative energy (zero: lowest compared OMol25 entry of this formula, charge and spin): 0.000 eV

=====

6.
ORCA calculation (ωB97M-V with the def2-TZVPD basis set) on a structure of composition C16H20NORhS.

```
! RIJCOSX wB97M-V def2-TZVPD def2/J DEFGRID3
* xyz -2 5
Rh 0.6670 0.0085 1.7425
C 2.4056 0.4902 2.6105
C 2.6052 -0.4867 1.5811
C 2.1192 0.0614 0.3482
H 3.0403 -1.4754 1.7136
C 1.6136 1.3738 0.6179
C 1.7907 1.6440 2.0147
H 1.4993 2.5423 2.5480
H 2.6328 0.3581 3.6663
H 2.1029 -0.4300 -0.6217
H 1.1797 2.0307 -0.1264
C -2.2669 0.2375 1.7177
C -1.3669 1.3109 2.1222
C -1.1299 2.1105 0.9411
H -1.1839 1.6355 3.1462
C -1.7827 1.5039 -0.1453
C -2.4641 0.3390 0.3302
H -3.1094 -0.3013 -0.2751
H -2.7277 -0.4802 2.3944
H -0.6255 3.0787 0.9353
H -1.8359 1.8946 -1.1627
O 0.6024 -2.9797 1.0288
C -0.3207 -0.4902 -3.2606
C 0.3092 -1.6878 -3.2582
C 0.4413 0.8080 -3.1858
C -1.8238 -0.4099 -3.3614
C 0.6118 -2.8845 -0.2003
H 1.3996 -1.7605 -3.2283
H -0.2580 -2.6219 -3.3021
H -0.2254 -3.2820 -0.8117
H 1.4474 -2.4158 -0.7686
H 0.3713 1.3660 -4.1353
H 1.5026 0.6370 -2.9689
H 0.0546 1.4718 -2.3964
H -2.1440 -0.2901 -4.4100
H -2.2283 0.4387 -2.7958
H -2.2855 -1.3225 -2.9619
S -0.1971 -1.5524 3.4136
C -0.2018 -0.5596 4.7581
N -0.2190 0.0893 5.7462
*
```

Gap between HOMO and LUMO (spin up / spin down): 2.71 / 5.54 eV
Relative energy (zero: lowest compared OMol25 entry of this formula, charge and spin): 0.000 eV

=====

7.
ORCA calculation (ωB97M-V with the def2-TZVPD basis set) on an isolated molecule of C15H32N2O3S.

```
! RIJCOSX wB97M-V def2-TZVPD def2/J DEFGRID3
* xyz 0 1
C 3.3945 2.2944 1.4400
C 4.0617 0.8549 1.6666
C 3.7292 -0.1988 0.4756
N 2.7418 -1.2390 0.8833
N 1.4256 -0.9259 0.5214
C 1.0551 -1.4315 -0.8219
C 0.3316 -0.3702 -1.7658
S 1.1709 1.2793 -1.8812
C -0.2316 2.5033 -1.6178
C -0.4301 3.4890 -2.8857
C 0.0141 -2.6705 -0.6643
C -0.8957 -2.5725 0.6382
C -1.7240 -1.2178 0.7900
C -2.9783 -1.0866 -0.1791
C -3.7954 0.2998 0.0078
O -2.9384 1.4389 0.2594
C -2.8590 1.7616 1.6196
C -2.2294 3.1866 1.9998
O -3.1898 1.0344 2.5639
O 0.8306 -3.8734 -0.5104
C 0.1138 -5.0414 -0.9569
H 3.0601 2.4034 0.3538
H 4.1783 3.0858 1.6632
H 2.5384 2.4315 2.1757
H 3.7945 0.4112 2.6861
H 5.2013 0.9748 1.6855
H 3.4906 0.3276 -0.4965
H 4.7220 -0.7511 0.2989
H 2.7489 -1.2953 1.9108
H 1.1938 0.0660 0.6555
H 1.9982 -1.8937 -1.2731
H -0.7645 -0.1948 -1.5311
H 0.3511 -0.8166 -2.8239
H -0.1167 3.0952 -0.6570
H -1.2116 1.9157 -1.5350
H -1.5481 3.5158 -3.1327
H 0.1414 3.0469 -3.7555
H -0.0865 4.5207 -2.5740
H -0.5983 -2.7129 -1.6198
H -1.6554 -3.4287 0.5842
H -0.2735 -2.6825 1.5920
H -1.0736 -0.2912 0.6051
H -2.0248 -1.1372 1.8937
H -2.6850 -1.2342 -1.2792
H -3.7599 -1.9044 0.0211
H -4.2776 0.4877 -1.0169
H -4.6612 0.1902 0.7325
H -1.1177 3.0209 2.2311
H -2.6766 3.5740 2.9778
H -2.3103 3.9416 1.1576
H -0.3471 -5.5239 -0.0207
H -0.6822 -4.8417 -1.7382
H 0.8548 -5.8154 -1.3535
*
```

Gap between HOMO and LUMO: 9.05 eV
SMILES string: CCCNN[C@H](CSCC)[C@H](CCCCOC(C)=O)OC

=====

8.
ORCA calculation (ωB97M-V with the def2-TZVPD basis set) on a structure of composition C51H42FKN4O5.

```
! RIJCOSX wB97M-V def2-TZVPD def2/J DEFGRID3
* xyz -2 1
K -1.2899 1.9597 2.1928
C 5.2511 2.2152 -11.3297
O 4.1778 3.0241 -10.9367
C 3.7413 2.9068 -9.6245
C 2.6619 3.7082 -9.2482
C 2.1538 3.6547 -7.9717
C 2.7008 2.7907 -7.0002
C 3.7966 2.0034 -7.3985
C 4.3049 2.0563 -8.6742
C 2.2064 2.6825 -5.6602
N 2.7208 1.8940 -4.7231
C 1.9840 2.0950 -3.6015
C 0.9777 3.0380 -3.8445
N 1.1306 3.3969 -5.1615
C 0.0617 3.4692 -2.8576
C -0.9968 4.3737 -3.0495
C -1.8208 4.6801 -1.9914
C -1.5684 4.0931 -0.7391
N -0.5617 3.2855 -0.5338
C 0.2340 2.9510 -1.5413
C 1.2963 2.0172 -1.2613
N 1.4456 1.6466 0.0079
C 2.3520 0.7619 0.3164
C 3.1913 0.1647 -0.6334
C 3.0909 0.5711 -1.9460
C 2.1400 1.5363 -2.2937
H 5.4389 2.4422 -12.3810
H 5.0132 1.1486 -11.2294
H 6.1559 2.4321 -10.7479
H 2.2335 4.3725 -9.9846
H 1.3201 4.2969 -7.7254
H 4.2336 1.3470 -6.6649
H 5.1455 1.4276 -8.9226
H 0.5644 4.0607 -5.6583
H -1.1608 4.8158 -4.0276
H -2.6488 5.3683 -2.1128
H -2.1874 4.2820 0.1259
H 2.4139 0.5120 1.3649
H 3.9142 -0.5782 -0.3223
H 3.7275 0.1703 -2.7209
C -0.6816 -4.3334 4.2995
C -1.7961 -3.2923 4.1525
C -3.1407 -3.8301 4.6857
O -1.8949 -2.9580 2.7998
C -2.2060 -1.5823 2.7686
C -1.4267 -0.9954 3.9774
O -1.4987 -2.1170 4.8737
C 0.0174 -0.3703 4.0393
O 0.1645 0.6503 3.2051
C 0.2030 0.1466 5.4968
C -0.6489 -0.0736 6.5737
C -0.4057 0.5102 7.8066
C 0.6904 1.3293 7.9978
C 1.5489 1.5531 6.9337
C 1.2977 0.9829 5.7012
C 1.1026 -1.4335 3.8081
C 1.5182 -1.6317 2.4980
C 2.5856 -2.4628 2.2104
C 3.2850 -3.0793 3.2363
C 2.8747 -2.8909 4.5458
C 1.7772 -2.0936 4.8303
C -2.3290 -1.0368 1.2714
O -1.7381 0.1182 1.0633
C -3.8875 -0.9862 1.1536
C -4.6483 -2.1526 1.0957
C -6.0297 -2.0928 1.0933
C -6.6767 -0.8678 1.1608
C -5.9254 0.2938 1.2140
C -4.5410 0.2357 1.2001
C -1.8467 -2.0446 0.2076
C -2.4979 -2.0420 -1.0270
C -2.0647 -2.8283 -2.0779
C -0.9433 -3.6281 -1.9381
C -0.2718 -3.6207 -0.7285
C -0.7099 -2.8353 0.3245
H -0.9964 -5.2641 3.8354
H -0.4460 -4.4844 5.3488
H 0.2018 -3.9662 3.7864
H -3.4393 -4.7096 4.1189
H -3.8975 -3.0556 4.5702
H -3.0340 -4.0601 5.7436
H -3.2373 -1.4826 3.1591
H -2.0576 -0.1898 4.3733
H -1.4993 -0.7288 6.4761
H -1.0887 0.3187 8.6254
H 0.8747 1.7804 8.9660
H 2.4160 2.1851 7.0709
H 1.9460 1.1819 4.8611
H 0.9917 -1.0937 1.7264
H 2.8849 -2.6316 1.1841
H 4.1443 -3.7067 3.0221
H 3.4157 -3.3714 5.3543
H 1.4506 -1.9784 5.8556
H -4.1467 -3.1121 1.0689
H -6.6096 -3.0081 1.0464
H -7.7609 -0.8294 1.1734
H -6.4266 1.2510 1.2749
H -3.9390 1.1331 1.2381
H -3.3706 -1.4188 -1.1634
H -2.6108 -2.8207 -3.0138
H -0.5994 -4.2457 -2.7607
H 0.6066 -4.2409 -0.5989
H -0.1721 -2.8564 1.2558
F -2.4027 3.7903 2.4602
*
```

Gap between HOMO and LUMO: 4.41 eV
Relative energy (zero: lowest compared OMol25 entry of this formula, charge and spin): 1.382 eV

=====

9.
ORCA calculation (ωB97M-V with the def2-TZVPD basis set) on a structure of composition C33H37BrMnN4.

```
! RIJCOSX wB97M-V def2-TZVPD def2/J DEFGRID3
* xyz -2 6
Mn 0.1368 0.0589 -0.0332
N 1.7931 -2.2491 2.5814
N 0.9551 1.4210 1.8245
C -1.6649 0.2736 -1.1167
C -1.9548 -0.1379 0.2390
C -1.3419 -1.4268 0.4504
C -1.4735 -2.3061 1.6483
H -2.0390 -1.8079 2.4455
H -0.4818 -2.5758 2.0466
H -2.0024 -3.2389 1.3936
C -0.6808 -1.8154 -0.7622
C -0.1070 -3.1641 -1.0146
H -0.8896 -3.8736 -1.3320
H 0.3567 -3.5753 -0.1069
H 0.6538 -3.1377 -1.8042
C -0.8668 -0.7630 -1.7304
C -0.5252 -0.8401 -3.1752
H 0.4114 -1.3895 -3.3340
H -0.4105 0.1617 -3.6098
H -1.3118 -1.3590 -3.7475
C -2.8939 0.5411 1.1724
H -3.9244 0.1641 1.0492
H -2.9199 1.6238 0.9923
H -2.6071 0.3737 2.2195
C -2.2273 1.4600 -1.8175
H -1.5314 1.8265 -2.5854
H -2.4032 2.2861 -1.1159
H -3.1856 1.2314 -2.3155
C 2.8715 -3.0010 2.7982
H 2.6707 -4.0304 3.0959
C 4.1739 -2.5205 2.6404
H 4.9971 -3.2120 2.7867
C 4.3799 -1.1795 2.3169
H 5.3879 -0.7776 2.2046
C 3.2647 -0.3635 2.1441
H 3.3513 0.7003 1.9186
C 1.9837 -0.9596 2.2367
C 0.7231 -0.3068 1.8991
H -0.0650 -0.4552 2.6424
C 0.4688 1.8257 0.6386
C 0.9997 2.4293 2.7323
H 1.3521 2.2490 3.7285
C 0.6057 3.5477 2.1011
H 0.5571 4.5691 2.4428
N 0.2374 3.1682 0.8017
C -0.3680 4.0276 -0.1576
C -1.5223 4.7412 0.1949
C -2.1237 5.5330 -0.7904
H -3.0326 6.0812 -0.5362
C -1.5925 5.6247 -2.0788
C -2.2342 6.4975 -3.1157
H -2.1689 6.0336 -4.1064
H -1.7370 7.4752 -3.1795
H -3.2874 6.6740 -2.8771
C -0.4291 4.9174 -2.3877
H 0.0030 4.9849 -3.3888
C 0.2063 4.1258 -1.4299
C 1.4708 3.4049 -1.7546
H 2.2404 3.5022 -0.9780
H 1.8782 3.8011 -2.6940
H 1.2830 2.3339 -1.9031
C -2.1361 4.6381 1.5537
H -1.5730 5.2012 2.3109
H -2.2512 3.6034 1.9062
H -3.1413 5.0760 1.5055
Br 4.7359 -3.8011 -0.6199
C 3.9302 -2.2118 -1.2938
C 4.4865 -1.5393 -2.3796
C 3.8186 -0.4066 -2.8514
C 2.6295 -0.0048 -2.2380
N 2.1370 -0.6078 -1.1401
C 2.7587 -1.7258 -0.6993
H 5.3983 -1.9080 -2.8276
H 4.1832 0.1707 -3.6965
H 2.0494 0.8181 -2.6599
H 2.3300 -2.2434 0.1588
*
```

Gap between HOMO and LUMO (spin up / spin down): 1.58 / 5.55 eV

=====

10.
ORCA calculation (ωB97M-V with the def2-TZVPD basis set) on a structure of composition C33H39Br2N3OSbTi.

```
! RIJCOSX wB97M-V def2-TZVPD def2/J DEFGRID3
* xyz 2 2
Ti 0.0855 0.2777 0.0710
C 0.2380 4.4532 -1.6381
C -0.7155 4.3783 -0.4704
C -1.6914 5.3630 -0.3613
C -2.6682 5.3059 0.6141
C -2.6970 4.2330 1.4910
C -1.7372 3.2360 1.4222
C -1.7897 2.0809 2.3841
C -0.7236 3.3209 0.4558
N 0.2664 2.2786 0.3624
C 1.5427 2.6562 0.4393
C 2.0190 3.9891 0.9012
C 2.4980 1.6660 0.0267
C 3.9321 1.9948 -0.1993
N 1.9587 0.4907 -0.2518
C 2.7256 -0.6383 -0.6850
C 3.5627 -1.2992 0.2262
C 3.8119 -0.7597 1.6099
C 4.1951 -2.4603 -0.1970
C 4.0113 -2.9480 -1.4788
C 3.1914 -2.2755 -2.3693
C 2.5363 -1.1121 -1.9928
C 1.7150 -0.3552 -3.0106
H -0.3229 4.6452 -2.5528
H 0.8101 3.5366 -1.7802
H 0.9395 5.2814 -1.5233
H -1.6784 6.1863 -1.0653
H -3.4175 6.0823 0.6881
H -3.4690 4.1716 2.2475
H -2.5589 2.2538 3.1339
H -0.8357 1.9600 2.8961
H -2.0429 1.1468 1.8608
H 1.2213 4.5782 1.3433
H 2.4554 4.5535 0.0746
H 2.8100 3.8527 1.6412
H 4.0087 2.8348 -0.8940
H 4.4622 1.1450 -0.6220
H 4.4236 2.3023 0.7255
H 2.9262 -0.2808 2.0306
H 4.6138 -0.0178 1.5943
H 4.1280 -1.5584 2.2779
H 4.8446 -2.9859 0.4924
H 4.5155 -3.8544 -1.7865
H 3.0594 -2.6541 -3.3756
H 1.1088 -1.0395 -3.6047
H 2.3815 0.1678 -3.6986
H 1.0579 0.3869 -2.5569
C -2.4288 2.0795 -1.9232
C -2.4508 0.5964 -2.0830
C -3.4055 -0.0023 -2.9210
C -3.3881 -1.3493 -3.1564
C -2.4095 -2.1468 -2.5337
C -2.2552 -3.5449 -2.7115
Br -3.3797 -4.4751 -3.9102
C -1.2940 -4.2377 -2.0269
C -0.4449 -3.5720 -1.1333
Br 0.8151 -4.5372 -0.1248
C -0.5393 -2.2093 -0.9473
O 0.2134 -1.4949 -0.1077
C -1.5233 -1.4914 -1.6570
N -1.5352 -0.1299 -1.4369
H -2.9538 2.5614 -2.7451
H -1.4020 2.4342 -1.9095
H -2.9168 2.3814 -0.9932
H -4.1432 0.6294 -3.3950
H -4.1102 -1.8014 -3.8231
H -1.1898 -5.3045 -2.1672
C -0.7672 -0.4067 4.5887
Sb -0.0860 -1.0194 2.6466
C -1.8184 -2.1905 2.1714
C 1.2505 -2.5746 3.2479
H -0.6879 -1.2783 5.2373
H -1.8079 -0.0936 4.5359
H -0.1653 0.3986 5.0053
H -2.2224 -2.6013 3.0944
H -1.5307 -3.0097 1.5147
H -2.5805 -1.5859 1.6791
H 0.6481 -3.3513 3.7149
H 1.9536 -2.1695 3.9730
H 1.7826 -2.9757 2.3898
*
```

Gap between HOMO and LUMO (spin up / spin down): 6.61 / 6.21 eV

=====

| no. | DFT total energy (Eh) |
| --- | --- |
| 1 | -319.5518 |
| 2 | -2807.7935 |
| 3 | -357.8265 |
| 4 | -382.4653 |
| 5 | -2112.5321 |
| 6 | -1260.1117 |
| 7 | -1323.9960 |
| 8 | -3263.7027 |
| 9 | -5223.5374 |
| 10 | -7757.7166 |